(1)
DFT (ωB97M-V/def2-TZVPD) results for an isolated molecule of C12H10F6N4O5 at a distorted geometry.

Structure (XYZ):
```
37
Properties=species:S:1:pos:R:3
C 0.95 -2.08 -3.52
C 0.48 -1.16 -2.50
C -0.72 -0.22 -2.88
C -2.13 -0.98 -3.20
O -2.23 -2.32 -2.60
C -2.49 -1.23 -4.75
F -2.62 -0.07 -5.34
F -3.59 -1.97 -5.06
F -1.44 -1.77 -5.42
C -3.21 -0.02 -2.51
F -3.01 -0.11 -1.14
F -3.03 1.27 -2.81
F -4.46 -0.57 -2.69
N 0.97 -1.28 -1.29
N 0.44 -0.50 -0.19
C 1.04 -0.60 1.15
C 2.11 -1.35 1.36
C 2.82 -1.41 2.65
C 2.29 -0.59 3.67
N 2.91 -0.50 4.92
O 3.50 -1.48 5.27
O 2.86 0.55 5.57
C 1.15 0.14 3.46
C 0.53 0.25 2.19
N -0.73 0.90 2.03
O -1.27 1.35 3.07
O -1.17 1.14 0.94
H 1.07 -1.58 -4.45
H 1.91 -2.57 -3.28
H 0.16 -2.87 -3.70
H -0.44 0.26 -3.86
H -0.89 0.56 -2.18
H -1.93 -2.15 -1.64
H -0.25 0.23 -0.23
H 2.47 -1.86 0.50
H 3.65 -2.10 2.71
H 0.80 0.58 4.41
```

SMILES	C/C(CC(O)(C(F)(F)F)C(F)(F)F)=N/Nc1ccc([N+](=O)[O-])cc1[N+](=O)[O-]
gap between HOMO and LUMO	7.6	eV
relative energy (zero: lowest compared OMol25 entry of this formula, charge and spin)	164.3	kJ/mol

=====

(2)
DFT (ωB97M-V/def2-TZVPD) results for an isolated molecule of C6H9N.

Structure (XYZ):
```
16
Properties=species:S:1:pos:R:3
C -0.39 0.62 -1.62
C -0.36 -0.27 -0.41
C 0.22 -0.04 0.77
C 1.45 1.18 1.00
C 0.80 -0.15 1.95
C -1.52 -2.21 0.49
N -1.08 -1.51 -0.53
H 0.33 1.44 -1.54
H -1.38 1.06 -1.78
H -0.13 0.05 -2.53
H 1.70 1.69 1.94
H 0.89 1.94 0.43
H 2.35 0.88 0.48
H 0.27 0.24 2.82
H -1.97 -3.12 0.04
H -1.17 -1.80 -1.51
```

gap between HOMO and LUMO	8.3	eV
relative energy (zero: lowest compared OMol25 entry of this formula, charge and spin)	683.0	kJ/mol

=====

(3)
DFT (ωB97M-V/def2-TZVPD) results for a 6-piece molecular cluster, C34H81BrN3O9P overall at a distorted geometry.

Structure (XYZ):
```
129
Properties=species:S:1:pos:R:3
C 2.17 -3.56 -0.17
C 2.80 -2.10 -0.01
N 2.23 -1.09 -0.99
C 2.76 0.23 -0.45
C 1.85 0.84 0.70
P 0.02 1.13 0.18
Br -0.56 0.39 2.31
C -0.69 2.84 0.73
N -2.17 2.78 0.89
C -1.03 -0.28 -0.58
O -1.32 -1.29 0.44
C -2.71 -1.69 0.34
O -3.05 -2.28 -0.92
C -4.46 -2.01 -1.16
C -5.24 -3.21 -1.86
O -5.91 -4.09 -0.90
N 0.57 1.75 -1.40
C -0.32 1.71 -2.37
C 0.05 0.77 -3.63
C -1.69 2.50 -2.47
C 3.00 -1.38 -2.24
C 2.39 -2.28 -3.42
O 4.17 -0.98 -2.42
H 2.74 -4.19 -0.93
H 2.16 -4.12 0.84
H 1.08 -3.41 -0.50
H 3.93 -2.21 -0.22
H 2.73 -1.76 1.07
H 3.02 0.96 -1.28
H 3.77 -0.03 0.04
H 1.82 0.12 1.59
H 2.35 1.81 1.05
H -0.43 3.54 -0.15
H -0.18 3.17 1.70
H -2.53 1.93 0.42
H -2.37 2.70 1.89
H -2.07 0.06 -0.94
H -0.47 -0.88 -1.39
H -3.32 -0.75 0.59
H -2.90 -2.44 1.17
H -5.04 -1.76 -0.20
H -4.52 -1.08 -1.84
H -4.59 -3.88 -2.50
H -6.07 -2.79 -2.52
H -6.70 -3.64 -0.53
H 0.84 1.36 -4.22
H 0.59 -0.15 -3.24
H -0.85 0.52 -4.27
H -2.54 2.02 -1.86
H -1.57 3.57 -2.11
H -1.99 2.53 -3.57
H 2.80 -3.35 -3.35
H 1.26 -2.23 -3.30
H 2.66 -1.78 -4.41
C -7.37 -0.95 4.89
C -6.32 -1.56 3.98
O -5.63 -0.61 3.19
C -4.89 0.38 3.89
C -3.78 -0.20 4.76
H -8.06 -0.32 4.32
H -7.94 -1.73 5.40
H -6.91 -0.32 5.66
H -6.82 -2.24 3.28
H -5.61 -2.17 4.55
H -5.56 1.01 4.48
H -4.44 1.02 3.13
H -4.19 -0.79 5.58
H -3.18 0.60 5.19
H -3.13 -0.85 4.17
C -4.42 7.03 4.40
C -3.29 6.02 4.31
O -3.26 5.30 3.09
C -3.07 6.07 1.91
C -1.75 6.83 1.89
H -5.38 6.55 4.18
H -4.46 7.47 5.39
H -4.29 7.84 3.67
H -3.43 5.27 5.10
H -2.32 6.49 4.50
H -3.92 6.75 1.76
H -3.08 5.37 1.07
H -1.72 7.61 2.66
H -1.61 7.32 0.92
H -0.91 6.16 2.07
C 4.54 1.91 -3.36
C 3.45 2.86 -3.83
O 3.61 4.19 -3.37
C 4.79 4.86 -3.77
C 4.92 5.02 -5.27
H 4.64 1.95 -2.27
H 4.31 0.89 -3.66
H 5.51 2.18 -3.79
H 2.49 2.51 -3.44
H 3.36 2.84 -4.92
H 5.67 4.36 -3.35
H 4.75 5.85 -3.31
H 5.04 4.05 -5.77
H 5.79 5.63 -5.52
H 4.03 5.49 -5.69
C 1.73 -7.48 -6.63
C 2.63 -7.29 -5.42
O 2.32 -6.12 -4.66
C 1.02 -6.06 -4.10
C 0.73 -7.18 -3.12
H 1.73 -6.58 -7.25
H 2.08 -8.32 -7.23
H 0.70 -7.67 -6.34
H 3.66 -7.17 -5.76
H 2.62 -8.17 -4.78
H 0.26 -6.03 -4.89
H 0.96 -5.11 -3.57
H 0.71 -8.16 -3.61
H -0.24 -7.03 -2.64
H 1.51 -7.23 -2.35
C 2.56 -1.09 5.31
C 3.60 -1.71 4.39
O 4.29 -0.75 3.60
C 5.03 0.23 4.30
C 6.14 -0.34 5.16
H 1.86 -0.47 4.74
H 1.99 -1.87 5.82
H 3.02 -0.46 6.08
H 3.10 -2.38 3.70
H 4.31 -2.32 4.96
H 4.36 0.87 4.89
H 5.48 0.88 3.53
H 5.74 -0.93 5.98
H 6.75 0.46 5.59
H 6.79 -0.99 4.57
```

SMILES	CCN(CCP(Br)(CN)(COCOCCO)N=C(C)C)C(C)=O.CCOCC.CCOCC.CCOCC.CCOCC.CCOCC
gap between HOMO and LUMO	8.4	eV

=====

(4)
DFT (ωB97M-V/def2-TZVPD) results for a 2-piece molecular cluster, C4H2O2 overall at a distorted geometry.

Structure (XYZ):
```
8
Properties=species:S:1:pos:R:3
C -2.75 -0.01 0.19
C -3.71 -0.67 -0.39
C 0.55 0.65 0.03
C -1.75 0.70 0.75
O 0.78 -0.50 0.18
O -0.64 1.21 0.44
H 1.18 1.52 -0.16
H -2.23 1.48 2.53
```

gap between HOMO and LUMO (spin up / spin down)	8.0 / 7.9	eV
relative energy (zero: lowest compared OMol25 entry of this formula, charge and spin)	623.1	kJ/mol

=====

(5)
DFT (ωB97M-V/def2-TZVPD) results for C19H48AlB2Cl2FNO10P2 as an isolated structure at a distorted geometry.

Structure (XYZ):
```
86
Properties=species:S:1:pos:R:3
C 0.68 -2.43 -0.02
C -0.34 -3.08 -1.05
C -1.63 -2.20 -1.32
F -2.63 -2.94 -2.07
Al -2.54 -1.41 0.34
B -2.79 -2.95 1.73
C -3.93 -4.07 1.38
O -2.02 -3.07 2.98
B -4.46 -0.71 -0.17
N -5.44 -0.50 0.96
O -4.84 -0.46 -1.53
C -1.41 0.18 1.01
Cl -0.39 0.84 -0.39
C -2.25 1.40 1.59
C -1.21 2.31 2.43
Cl -2.86 2.52 0.24
H 1.52 -3.14 0.22
H 1.16 -1.56 -0.55
H 0.21 -2.11 0.94
H -0.58 -4.15 -0.79
H 0.22 -3.13 -2.03
H -1.31 -1.37 -2.02
H -4.82 -4.02 2.07
H -3.51 -5.11 1.32
H -4.35 -3.85 0.35
H -1.22 -3.58 2.76
H -4.92 -0.29 1.81
H -5.92 -1.39 1.13
H -5.40 0.34 -1.52
H -0.74 -0.17 1.85
H -3.10 1.11 2.25
H -1.04 3.30 1.91
H -0.20 1.81 2.44
H -1.53 2.44 3.50
O -4.37 6.89 -3.55
P -2.86 6.97 -3.72
O -2.39 6.55 -2.19
C -2.69 5.24 -1.71
C -1.80 4.19 -2.36
O -2.69 8.62 -3.60
C -3.81 9.48 -3.77
C -4.49 9.76 -2.44
O -1.22 6.97 -4.23
C -0.81 6.08 -5.26
C -1.84 5.87 -6.34
H -3.75 5.00 -1.87
H -2.51 5.24 -0.63
H -2.06 4.08 -3.42
H -1.94 3.22 -1.88
H -0.75 4.48 -2.30
H -4.51 9.06 -4.49
H -3.44 10.42 -4.19
H -4.69 8.85 -1.87
H -5.44 10.29 -2.59
H -3.85 10.38 -1.81
H -0.52 5.13 -4.81
H 0.09 6.51 -5.70
H -2.75 5.39 -5.94
H -1.45 5.21 -7.12
H -2.14 6.82 -6.79
O 3.74 -5.14 2.78
P 5.25 -5.38 2.76
O 5.72 -4.05 1.89
C 5.51 -2.76 2.44
C 6.48 -2.46 3.57
O 5.28 -6.51 1.55
C 4.10 -7.20 1.16
C 3.38 -6.47 0.04
O 6.89 -5.79 3.02
C 7.38 -5.86 4.36
C 6.39 -6.40 5.36
H 4.47 -2.64 2.78
H 5.67 -2.04 1.63
H 6.25 -3.08 4.44
H 6.41 -1.41 3.87
H 7.50 -2.67 3.27
H 3.45 -7.37 2.02
H 4.41 -8.19 0.81
H 3.25 -5.41 0.25
H 2.40 -6.92 -0.15
H 3.97 -6.53 -0.88
H 7.74 -4.87 4.66
H 8.26 -6.51 4.34
H 5.51 -5.74 5.45
H 6.84 -6.47 6.35
H 6.03 -7.39 5.06
```

total charge	-1
gap between HOMO and LUMO	4.6	eV

=====

(6)
DFT (ωB97M-V/def2-TZVPD) results for a 2-piece molecular cluster, C5H11NO overall at a distorted geometry.

Structure (XYZ):
```
18
Properties=species:S:1:pos:R:3
C 0.53 -2.67 0.27
C -0.63 -2.23 -0.28
C -1.01 -0.82 -0.21
N 0.17 0.16 0.16
C 0.82 0.64 -0.96
C 1.62 1.72 -0.69
H 1.28 -2.03 0.69
H 0.98 -3.56 -0.19
H -1.36 -3.03 -0.49
H -1.95 -0.70 0.34
H -1.15 -0.63 -1.35
H 0.44 0.67 0.96
H 0.86 -0.11 -1.83
H 1.74 2.21 0.29
H 2.50 1.79 -1.30
O -1.26 2.53 1.23
H -1.28 2.65 2.21
H -1.10 1.60 0.97
```

SMILES	C=CCNC=C.O
gap between HOMO and LUMO	8.9	eV
relative energy (zero: lowest compared OMol25 entry of this formula, charge and spin)	415.5	kJ/mol